(1)
C3H10N2S | ωB97M-V/def2-TZVPD

```
16
Properties=species:S:1:pos:R:3:forces:R:3:mulliken_charge:R:1
H 1.464491 -2.726442 1.910550 0.61 0.52 0.58 0.227
N 1.029410 -3.225796 2.667741 -0.95 -0.94 -0.41 -0.646
C 0.828739 -2.713336 3.806352 0.49 0.09 -0.67 0.044
N 0.114729 -3.450605 4.727375 0.45 -0.13 0.04 -0.470
H 1.328618 -1.792423 4.096308 -0.54 0.35 0.46 0.340
H -0.561465 -3.059024 5.370319 0.41 0.11 -0.28 0.221
H -0.115793 -4.329618 4.284221 -0.46 0.01 0.28 0.285
C -0.099761 2.007459 -1.203772 -0.18 -0.01 -0.62 -0.772
S -0.973454 2.563467 -2.714062 0.22 -0.03 -0.13 -0.064
C 0.005962 1.839356 -4.061842 0.02 -1.19 -0.68 -0.872
H 0.847328 2.535138 -1.171099 0.07 0.00 0.38 0.262
H 0.066636 0.935904 -1.190161 0.05 -0.18 -0.21 0.274
H -0.742445 2.224052 -0.345476 0.18 0.29 -0.23 0.278
H -0.160913 2.290801 -5.047967 -0.44 0.41 0.54 0.300
H 1.084358 1.808632 -3.981821 0.35 0.54 0.70 0.308
H -0.242119 0.780597 -4.219348 -0.26 0.17 0.25 0.286
```
Forces are in eV/Å.

Computed properties:
SMILES string: [H]/N=C/N.CSC
Charge: 0
Orbital gap, hartree: 0.344

***

(2)
C5H5N | ωB97M-V/def2-TZVPD

```
11
Properties=species:S:1:pos:R:3:forces:R:3:mulliken_charge:R:1
C 1.323196 0.700968 0.432540 -0.03 0.00 0.03 -1.089
C 0.375376 -0.437723 0.554359 -0.02 0.06 0.17 -0.081
C -0.855354 -0.475967 -0.070165 0.04 -0.21 -0.26 0.165
C -1.987617 -0.979451 0.601832 0.50 -0.51 -0.22 -0.384
C -0.778403 0.006045 -1.421690 -0.17 0.40 -0.91 0.237
N -0.581477 0.160035 -2.547893 -0.22 0.23 0.29 -0.446
H 1.774841 0.853350 1.417173 0.05 0.02 -0.11 0.360
H 2.142791 0.531029 -0.273818 -0.09 -0.18 0.03 0.329
H 0.796366 1.612542 0.138323 0.12 -0.18 -0.08 0.352
H 0.676686 -1.293645 1.144728 -0.41 0.23 0.76 0.368
H -2.886405 -0.677183 0.024612 0.23 0.15 0.31 0.189
```
Forces are in eV/Å.

Computed properties:
Charge: 0
Orbital gap (alpha / beta), hartree: 0.268 / 0.268

***

(3)
C51H61BFN10O3S3W | ωB97M-V/def2-TZVPD

```
131
Properties=species:S:1:pos:R:3:forces:R:3:mulliken_charge:R:1
W 0.655091 -0.381740 -0.427393 -0.01 0.66 1.17 1.253
C 4.257257 -1.558934 3.503993 0.06 -0.03 0.01 -0.817
S 3.260427 -0.079760 3.743418 -0.09 -0.02 -0.09 -0.009
C 2.200599 -0.130386 2.350198 0.03 0.05 0.10 0.609
S 2.486479 -1.146167 0.978353 0.25 -0.06 -0.07 -0.415
N 1.164329 0.654330 2.396421 0.07 0.23 -0.13 -1.514
N 0.519775 0.711357 1.214696 -0.29 -0.98 -0.04 0.651
C -0.808209 0.367213 1.046107 0.25 0.37 -0.15 -1.274
C -1.573333 1.195804 0.017803 -0.18 -0.03 -0.04 2.639
C -1.520280 2.683057 0.275959 0.06 -0.03 -0.02 -0.637
C -1.204808 3.537783 -0.696546 -0.04 0.03 -0.01 -1.431
C -0.881013 3.043944 -2.027834 -0.02 0.05 -0.07 -0.995
C -0.650208 1.742150 -2.211193 -0.04 -0.03 0.08 -0.394
N -0.729429 0.829359 -1.142944 -0.06 0.21 -0.36 0.791
H 3.637408 -2.452543 3.474133 0.00 0.01 0.00 0.267
H 4.913096 -1.608244 4.371980 -0.02 0.01 0.00 0.375
H 4.865811 -1.491887 2.605057 -0.03 0.01 0.00 0.273
H -1.282493 -0.119894 1.886009 -0.08 -0.29 0.00 0.463
H -1.737501 3.026374 1.275906 -0.04 0.02 0.07 0.212
H -1.167224 4.602096 -0.498908 -0.02 -0.02 -0.02 0.522
H -0.790161 3.728480 -2.861132 -0.01 -0.01 0.02 0.491
H -0.314835 1.327059 -3.147628 0.03 0.03 -0.06 0.331
C 3.913571 1.312178 -6.038930 -0.01 -0.02 -0.01 -1.336
C 3.809014 1.629131 -4.595706 -0.06 -0.04 -0.08 1.006
N 4.628426 2.363925 -3.922813 0.02 0.05 0.07 -0.917
N 4.117234 2.355357 -2.664425 0.08 0.05 0.03 0.308
C 2.988909 1.650905 -2.530069 0.11 -0.16 -0.01 0.563
S 2.250753 1.540958 -0.996799 -0.14 0.25 -0.14 -0.508
N 2.776695 1.181033 -3.787429 0.05 -0.09 0.03 0.249
N 1.691779 0.425404 -4.221749 -0.15 0.19 0.04 -0.533
H 4.854483 1.707608 -6.411571 -0.01 0.01 0.01 0.367
H 3.098678 1.769145 -6.603902 0.01 -0.01 0.00 0.323
H 3.888041 0.234519 -6.203683 -0.01 0.01 0.01 0.309
H 4.589470 2.836712 -1.918273 0.03 0.00 0.04 0.186
H 1.915601 -0.567527 -4.188389 0.07 -0.14 -0.03 0.194
H 1.477574 0.706850 -5.169118 -0.05 0.04 -0.05 0.248
C 2.156693 -7.701653 -1.904765 0.02 -0.02 0.00 -1.338
C 0.827657 -7.218539 -2.469824 0.00 0.05 0.03 -0.348
C -0.335069 -8.163200 -2.214651 0.01 -0.01 -0.01 -1.090
C -0.583051 -8.315867 -0.721826 -0.01 -0.01 0.03 -1.352
C -0.679726 -6.969434 -0.053231 0.00 0.05 0.00 0.916
C -1.289908 -6.829674 1.170310 -0.03 0.00 0.02 -0.715
C -1.406103 -5.576076 1.772537 0.01 -0.05 -0.03 -0.206
F -1.997720 -5.513418 2.968928 -0.05 0.01 0.09 -0.388
C -0.964609 -4.433520 1.176035 0.00 0.00 -0.03 -0.813
C -0.343937 -4.547872 -0.076680 -0.01 -0.05 0.03 0.802
C 0.123009 -3.365353 -0.753288 -0.06 -0.19 -0.05 0.338
O -0.153605 -2.233285 -0.226923 -0.10 0.35 0.18 -0.282
C 0.819601 -3.527979 -1.954533 0.05 -0.06 -0.08 -0.419
C 0.969631 -4.797241 -2.473982 0.01 0.02 0.00 0.063
N 0.499808 -5.888123 -1.889213 0.01 -0.05 0.00 0.108
C -0.171821 -5.806504 -0.673697 -0.02 -0.05 0.00 -0.120
C 1.425427 -2.385922 -2.691031 -0.07 -0.12 0.20 0.635
O 1.869516 -2.522572 -3.817513 0.09 -0.01 -0.23 -0.878
O 1.476136 -1.276158 -2.034673 0.14 -0.15 -0.36 -0.685
H 2.395716 -8.685461 -2.309968 -0.01 0.02 0.00 0.398
H 2.127908 -7.775535 -0.816882 -0.01 0.00 -0.02 0.377
H 2.962351 -7.018085 -2.174476 -0.01 -0.01 0.00 0.386
H 0.926629 -7.047532 -3.540709 -0.01 -0.01 -0.04 0.512
H -0.111139 -9.126321 -2.672247 0.00 0.00 0.01 0.431
H -1.228794 -7.770139 -2.704511 0.00 0.00 0.00 0.376
H 0.215363 -8.900205 -0.257905 0.01 0.01 -0.01 0.392
H -1.507042 -8.866075 -0.546159 0.00 -0.02 0.00 0.511
H -1.701660 -7.691280 1.683045 0.02 0.02 -0.02 0.544
H -1.083316 -3.465504 1.642842 -0.01 -0.01 -0.01 0.798
H 1.500812 -4.925231 -3.409425 -0.01 0.01 0.01 0.660
C -5.545607 -3.013751 1.572707 0.00 0.01 -0.02 -1.689
C -4.051618 -2.665518 1.543197 0.02 0.00 -0.02 0.866
C -3.568705 -2.493139 0.103131 -0.01 0.00 -0.01 -0.429
C -3.716459 -1.556046 2.537603 0.00 0.02 -0.02 0.721
C -3.422963 -1.982308 3.831811 0.01 -0.03 -0.03 -0.263
C -3.188164 -1.085945 4.858396 0.00 -0.02 0.04 -1.505
C -3.266043 0.270206 4.608977 0.01 0.01 -0.01 -0.335
C -3.547306 0.750971 3.333588 0.01 -0.07 -0.02 0.749
C -3.697184 2.246176 3.137716 0.00 0.00 -0.01 2.132
C -5.041352 2.715838 3.702838 -0.02 0.01 -0.01 -1.627
C -2.542138 3.029956 3.767581 -0.01 0.03 -0.01 -1.741
C -3.738987 -0.172057 2.293393 -0.01 0.04 0.03 -0.600
N -4.000232 0.310004 0.966780 0.06 0.06 0.04 0.709
B -3.138737 0.778188 -0.092325 -0.02 0.00 0.02 -0.228
N -4.018805 0.951957 -1.214476 0.11 -0.07 -0.01 0.845
C -5.316132 0.625349 -0.812894 -0.04 0.05 -0.04 -1.330
C -5.307060 0.267790 0.479734 -0.05 -0.05 0.03 -1.330
C -3.791751 1.390946 -2.558410 -0.06 -0.01 0.01 -0.657
C -4.215504 2.670830 -2.930813 -0.01 0.02 -0.04 0.698
C -4.014652 3.069386 -4.250332 0.01 0.04 0.03 -0.523
C -3.411863 2.228664 -5.166803 0.01 -0.01 -0.04 -1.667
C -3.009562 0.960142 -4.780392 0.02 0.00 0.02 -0.125
C -3.195074 0.515588 -3.476731 0.00 0.05 -0.03 0.477
C -2.808987 -0.896651 -3.084378 -0.04 -0.02 0.04 3.283
C -3.988163 -1.843811 -3.324735 -0.03 -0.02 -0.01 -1.794
C -1.560956 -1.409146 -3.795948 -0.02 -0.03 -0.02 -1.706
C -4.919497 3.606975 -1.965403 0.00 0.00 -0.01 1.462
C -6.431565 3.595426 -2.215687 -0.04 -0.01 0.00 -1.455
C -4.400142 5.043520 -2.053307 -0.02 0.01 0.00 -1.606
H -5.724108 -3.944847 1.029063 0.01 0.02 0.00 0.415
H -6.140514 -2.236032 1.094716 0.00 0.00 0.01 0.322
H -5.904257 -3.142759 2.594771 0.02 0.00 -0.01 0.418
H -3.539292 -3.543300 1.943964 0.05 -0.03 0.02 -0.422
H -4.232595 -1.847322 -0.471730 0.04 0.02 0.01 0.232
H -3.557561 -3.469041 -0.393496 -0.02 0.01 0.02 0.753
H -2.558179 -2.084966 0.057889 0.02 0.00 0.01 -0.744
H -3.388057 -3.047910 4.032241 0.00 0.01 0.00 0.496
H -2.960534 -1.445632 5.853786 0.00 0.00 -0.01 0.433
H -3.109580 0.971623 5.418803 0.00 -0.01 -0.01 0.354
H -3.714041 2.447755 2.067162 0.04 0.01 -0.06 -1.009
H -5.096147 2.526404 4.777146 0.00 0.00 -0.01 0.337
H -5.873772 2.195178 3.225920 0.01 0.00 0.00 0.336
H -5.172373 3.787939 3.541587 0.01 -0.02 0.00 0.442
H -1.567263 2.628085 3.482344 -0.01 0.00 -0.01 0.302
H -2.596288 3.008080 4.857363 0.00 0.00 -0.01 0.454
H -2.585968 4.079672 3.467915 -0.01 -0.03 0.00 0.425
H -6.147746 0.696447 -1.495042 0.06 -0.04 0.05 0.505
H -6.129770 -0.017406 1.114253 0.02 0.00 -0.03 0.780
H -4.340589 4.053578 -4.564470 0.01 -0.02 0.00 0.415
H -3.268441 2.556337 -6.189558 0.00 -0.01 0.02 0.409
H -2.554641 0.303670 -5.511337 0.00 0.00 0.00 0.425
H -2.591116 -0.893033 -2.015729 -0.02 -0.03 0.00 -1.230
H -4.230757 -1.885535 -4.389953 0.01 0.01 0.02 0.384
H -4.879604 -1.510619 -2.790200 0.02 -0.01 -0.01 0.318
H -3.749321 -2.856265 -2.987251 0.00 0.03 -0.02 0.377
H -1.722941 -1.544866 -4.867441 -0.01 -0.02 0.02 0.624
H -1.285180 -2.387602 -3.392628 -0.02 0.00 -0.01 0.337
H -0.714856 -0.734249 -3.663642 0.03 0.01 0.00 -0.251
H -4.740592 3.242628 -0.952434 0.03 0.00 0.02 -0.578
H -6.655947 3.977362 -3.214828 0.02 -0.01 0.01 0.358
H -6.944150 4.229600 -1.489274 0.01 -0.01 -0.02 0.432
H -6.850318 2.590953 -2.143247 0.00 0.08 -0.01 0.284
H -4.699347 5.518725 -2.990126 0.02 -0.01 0.03 0.391
H -3.314014 5.087038 -1.985465 0.06 -0.03 0.02 0.270
H -4.816704 5.642281 -1.241071 0.00 -0.02 -0.02 0.415
```
Forces are in eV/Å.

Computed properties:
Charge: +1
Orbital gap, hartree: 0.230